1.
{"formula": "C4H6S2", "method": "ωB97M-V with the def2-TZVPD basis set", "relative_energy_kj_mol": 172.45, "spin_multiplicity": 3, "energy_ha": -952.19377, "homo_ha": [-0.2595, -0.3482], "fmax_ev_per_a": 3.94, "symbols": ["C", "C", "C", "C", "S", "S", "H", "H", "H", "H", "H", "H"], "positions_angstrom": [[-2.421, -0.634, 0.988], [-1.601, -0.092, 0.234], [0.549, -0.642, -1.063], [-0.448, 0.292, -0.474], [1.897, 0.216, 1.630], [-0.305, 1.949, -0.621], [-3.041, -0.767, 1.792], [1.387, -0.417, -0.509], [0.166, -1.694, -0.994], [0.704, -0.511, -2.131], [2.570, 0.411, 2.842], [0.543, 1.890, -1.694]], "lowdin_spin": [0.26, 0.04, 0.05, 0.39, 0.93, 0.21, 0.02, 0.02, 0.00, 0.01, 0.04, 0.02]}

2.
{"formula": "C4H6S3", "method": "ωB97M-V with the def2-TZVPD basis set", "relative_energy_kj_mol": 298.65, "energy_ha": -1350.43335, "homo_ha": -0.3237, "fmax_ev_per_a": 6.55, "symbols": ["C", "C", "C", "C", "H", "H", "H", "H", "H", "H", "S", "S", "S"], "positions_angstrom": [[-2.142, -0.498, 0.920], [-0.556, -0.493, 0.752], [1.647, 0.463, -0.442], [2.546, 1.568, -0.656], [-1.627, -2.165, -1.299], [-2.467, -1.064, 1.749], [-2.445, 0.696, 1.007], [1.942, -0.566, -0.505], [2.161, 2.697, -0.780], [3.590, 1.331, -1.084], [-2.846, -1.057, -0.716], [0.198, -1.946, 0.996], [0.000, 1.035, 0.059]], "nbo_charge": [-0.57, -0.30, -0.36, -0.40, 0.17, 0.23, 0.23, 0.25, 0.22, 0.22, -0.06, -0.01, 0.37]}

3.
{"formula": "C4H6S3", "method": "ωB97M-V with the def2-TZVPD basis set", "relative_energy_kj_mol": 0.00, "spin_multiplicity": 3, "energy_ha": -1350.38442, "homo_ha": [-0.2584, -0.2975], "fmax_ev_per_a": 2.98, "symbols": ["C", "C", "C", "C", "S", "S", "S", "H", "H", "H", "H", "H", "H"], "positions_angstrom": [[1.895, -0.175, -1.045], [3.126, -0.045, -0.319], [-0.669, 0.402, 0.079], [-3.165, -0.140, 0.920], [0.512, 1.169, -0.783], [3.305, -0.656, 1.200], [-2.089, 1.177, 0.408], [1.385, -1.063, -0.888], [1.937, -0.152, -2.084], [3.931, 0.717, -0.661], [-3.879, 0.076, 1.692], [-2.616, -0.864, 1.475], [-3.673, -0.446, 0.005]], "lowdin_spin": [0.09, 0.62, 0.04, 0.00, 0.09, 1.09, 0.01, 0.01, 0.01, 0.05, 0.00, 0.00, 0.00]}

4.
{"formula": "C4H6S6SbTc", "method": "ωB97M-V with the def2-TZVPD basis set", "relative_energy_kj_mol": 97.52, "total_charge": 2, "energy_ha": -2865.52657, "homo_ha": -0.6071, "fmax_ev_per_a": 0.57, "symbols": ["Tc", "C", "C", "S", "C", "C", "S", "H", "H", "H", "H", "H", "H", "S", "Sb", "S", "S", "S"], "positions_angstrom": [[0.813, -0.783, 0.468], [0.260, -3.562, -2.468], [0.881, -2.844, -1.315], [0.086, -2.886, 0.183], [2.123, -2.154, -1.487], [2.796, -2.140, -2.819], [2.871, -1.335, -0.203], [-0.670, -4.047, -2.186], [0.955, -4.317, -2.843], [0.064, -2.872, -3.293], [2.928, -3.162, -3.179], [3.767, -1.653, -2.768], [2.182, -1.615, -3.556], [-0.488, 2.477, 2.807], [-1.530, 2.461, 0.906], [0.850, -0.267, 2.395], [-0.158, 0.726, -0.672], [-3.118, 3.018, -0.432]], "nbo_charge": [-0.06, -0.68, -0.13, 0.47, -0.13, -0.68, 0.49, 0.27, 0.28, 0.27, 0.28, 0.27, 0.27, -0.35, 1.35, 0.50, -0.14, -0.26]}

5.
{"formula": "C4H7AgO4", "method": "ωB97M-V with the def2-TZVPD basis set", "relative_energy_kj_mol": 0.00, "spin_multiplicity": 3, "energy_ha": -604.38659, "homo_ha": [-0.2172, -0.3686], "fmax_ev_per_a": 2.31, "symbols": ["O", "C", "C", "O", "C", "Ag", "H", "H", "H", "H", "H", "H", "H", "O", "C", "O"], "positions_angstrom": [[0.976, 0.207, 1.413], [0.324, -0.991, 1.148], [-0.527, -0.867, -0.109], [-1.275, 0.346, 0.007], [-2.195, 0.566, -1.048], [-0.118, 1.797, 1.089], [-0.332, -1.297, 1.989], [1.033, -1.825, 0.987], [-1.222, -1.716, -0.218], [0.106, -0.799, -1.010], [-2.948, -0.236, -1.063], [-2.686, 1.528, -0.866], [-1.671, 0.596, -2.015], [2.991, 1.926, -0.204], [3.445, 0.862, -0.028], [4.101, -0.098, -0.073]], "lowdin_spin": [0.51, 0.05, 0.02, 0.17, 0.03, 1.13, 0.00, 0.02, 0.00, 0.00, 0.00, 0.02, 0.00, 0.03, 0.01, 0.00]}

6.
{"formula": "C4H7AgO7", "method": "ωB97M-V with the def2-TZVPD basis set", "energy_ha": -830.08205, "homo_ha": -0.2971, "fmax_ev_per_a": 6.50, "symbols": ["O", "C", "O", "O", "H", "C", "C", "O", "H", "H", "H", "H", "H", "H", "O", "C", "O", "O", "Ag"], "positions_angstrom": [[-0.623, -1.720, 2.606], [0.555, -1.742, 2.888], [1.430, -2.652, 2.505], [1.091, -0.815, 3.663], [2.013, -1.021, 3.870], [0.994, -3.555, 0.929], [1.251, -4.347, 2.172], [1.984, -3.113, 0.067], [-0.002, -3.186, 0.682], [0.879, -4.937, 0.880], [2.294, -4.672, 2.273], [0.332, -4.602, 2.711], [2.769, -3.666, 0.144], [-1.821, -2.328, 1.348], [-2.547, -2.718, 0.822], [-2.528, -2.211, -0.429], [-3.248, -2.793, -1.276], [-1.711, -1.289, -0.689], [-2.493, -1.292, -2.874]], "nbo_charge": [-0.68, 1.00, -0.74, -0.68, 0.50, 0.21, -0.21, -0.66, 0.25, 0.02, 0.25, 0.27, 0.48, 0.52, -0.72, 0.95, -0.81, -0.84, 0.88]}